[1]
Computed, not measured: a molecular structure, C30H42BrIMgN6PS at a distorted geometry, with ωB97M-V with the def2-TZVPD basis set.

Calculated values
HOMO-LUMO gap = 6.699 eV
maximum force = 1.22 eV/Å
charge = -1
E = -144450.563 eV

Positions of all 83 atoms, in Å:
Mg (-1.942, -0.864, 0.160)
N (-1.542, -1.361, -4.017)
C (-1.758, -1.628, -2.695)
S (-3.308, -1.332, -2.069)
N (-0.754, -2.252, -2.086)
N (-0.917, -2.396, -0.780)
C (-0.251, -3.289, -0.126)
C (0.759, -4.167, -0.766)
C (1.819, -3.603, -1.474)
C (2.761, -4.407, -2.094)
C (2.652, -5.789, -2.029)
C (1.594, -6.359, -1.337)
C (0.658, -5.555, -0.704)
C (-0.615, -3.434, 1.283)
C (0.081, -4.272, 2.164)
C (-0.365, -4.406, 3.464)
C (-1.499, -3.715, 3.869)
C (-2.105, -2.875, 2.949)
N (-1.677, -2.729, 1.705)
H (-2.186, -0.706, -4.421)
H (-0.579, -1.290, -4.308)
H (1.911, -2.525, -1.524)
H (3.586, -3.951, -2.628)
H (3.384, -6.420, -2.518)
H (1.494, -7.437, -1.294)
H (-0.162, -6.009, -0.162)
H (0.970, -4.788, 1.831)
H (0.167, -5.052, 4.153)
H (-1.893, -3.820, 4.871)
H (-2.977, -2.285, 3.216)
C (0.211, 1.654, -3.495)
C (-0.690, 2.568, -2.652)
C (-2.140, 2.202, -2.996)
C (-0.444, 4.022, -3.053)
P (-0.352, 2.028, -0.823)
N (-0.831, 0.628, -0.485)
C (-1.108, 3.411, 0.296)
C (-1.085, 2.873, 1.740)
C (-0.482, 4.805, 0.266)
C (-2.582, 3.518, -0.122)
C (1.575, 2.173, -0.634)
C (1.839, 2.176, 0.879)
C (2.158, 0.857, -1.174)
C (2.296, 3.367, -1.262)
H (-0.160, 1.599, -4.524)
H (0.214, 0.648, -3.070)
H (1.238, 2.020, -3.537)
H (-2.253, 2.113, -4.083)
H (-2.850, 2.954, -2.662)
H (-2.413, 1.254, -2.531)
H (-0.528, 4.104, -4.143)
H (0.545, 4.377, -2.768)
H (-1.193, 4.686, -2.619)
H (-0.204, 3.204, 2.290)
H (-1.105, 1.782, 1.737)
H (-1.967, 3.217, 2.286)
H (0.566, 4.798, 0.569)
H (-1.027, 5.440, 0.973)
H (-0.549, 5.269, -0.719)
H (-2.991, 2.525, -0.315)
H (-2.698, 4.140, -1.011)
H (-3.174, 3.971, 0.678)
H (1.206, 1.432, 1.367)
H (1.648, 3.151, 1.328)
H (2.886, 1.922, 1.072)
H (1.427, 0.060, -1.011)
H (3.076, 0.596, -0.640)
H (2.396, 0.906, -2.237)
H (1.806, 4.314, -1.038)
H (2.378, 3.266, -2.345)
H (3.316, 3.417, -0.862)
I (-3.928, 0.095, 1.777)
Br (2.466, -1.473, 1.677)
C (1.385, -0.884, 3.119)
C (1.968, -0.822, 4.379)
C (1.191, -0.330, 5.413)
C (-0.115, 0.054, 5.151)
C (-0.599, -0.081, 3.859)
N (0.145, -0.541, 2.852)
H (2.987, -1.148, 4.525)
H (1.606, -0.245, 6.409)
H (-0.747, 0.448, 5.935)
H (-1.619, 0.192, 3.603)


[2]
Computed, not measured: a gas-phase ion, C6H7O4S (charge -1) at a distorted geometry, with ωB97M-V with the def2-TZVPD basis set.

Calculated values
HOMO-LUMO gap = 7.938 eV
maximum force = 3.72 eV/Å
charge = -1
SMILES string = O=C([O-])[C@H]1[C@@H]2CCS(=O)(=O)[C@@H]21
relative energy (zero: lowest compared OMol25 entry of this formula, charge and spin) = 84.6 kJ/mol
E = -25360.637 eV

Positions of all 18 atoms, in Å:
O (3.238, 0.934, -1.150)
C (2.749, 0.140, -0.287)
O (3.245, -0.733, 0.394)
C (1.190, 0.300, -0.063)
C (0.303, -0.794, -0.495)
C (-1.055, -0.356, -1.154)
C (-1.689, 0.690, -0.234)
S (-1.027, 0.264, 1.476)
O (-0.880, 1.435, 2.326)
O (-2.006, -0.644, 2.055)
C (0.498, -0.530, 0.948)
H (0.618, 1.233, -0.222)
H (0.691, -1.782, -0.978)
H (-1.758, -1.142, -1.130)
H (-0.828, -0.169, -2.327)
H (-1.479, 1.712, -0.542)
H (-2.818, 0.661, -0.206)
H (1.006, -1.218, 1.587)


[3]
Computed, not measured: 3 unconnected molecules or ions with the total composition C3H8NO2S at a distorted geometry, with ωB97M-V with the def2-TZVPD basis set.

Calculated values
HOMO-LUMO gap = 6.004 eV
maximum force = 5.96 eV/Å
charge = -1
relative energy (zero: lowest compared OMol25 entry of this formula, charge and spin) = 529.1 kJ/mol
E = -19658.337 eV

Positions of all 15 atoms, in Å:
O (3.636, -1.661, 0.296)
C (2.501, -1.150, 0.025)
N (1.880, -0.016, 0.314)
C (0.531, 0.212, -0.058)
C (-0.378, 0.529, 1.170)
S (-1.812, 1.553, 0.764)
H (1.810, -1.834, -0.631)
H (0.739, 2.208, -0.581)
H (0.641, 1.344, -0.550)
H (0.154, -0.312, -0.922)
H (-0.541, -0.440, 1.554)
H (0.310, 1.033, 1.847)
H (-3.041, -0.068, -0.417)
H (-2.973, -0.676, -1.825)
O (-3.458, -0.723, -0.988)